{"formula": "C4H8O2", "method": "wB97M-V/def2-TZVPD", "symbols": ["O", "O", "C", "C", "C", "C", "H", "H", "H", "H", "H", "H", "H", "H"], "xyz": [[-0.878, -1.084, 0.288], [1.183, 1.655, 1.099], [1.438, 0.924, -0.082], [0.691, 0.296, 0.980], [-0.921, -1.148, -1.124], [-0.772, 0.225, 0.870], [-1.903, -1.544, -1.385], [1.110, -0.540, 1.555], [2.472, 0.629, -0.188], [0.934, 1.227, -0.999], [-1.265, 0.272, 1.857], [-0.786, -0.167, -1.594], [-1.149, 1.074, 0.265], [-0.153, -1.820, -1.543]], "forces_ev_per_a": [[-1.074, 0.060, 0.202], [0.239, -0.423, 0.473], [0.413, -0.153, -0.599], [0.320, 1.034, 0.744], [-0.240, 0.025, -0.216], [0.040, -0.569, -0.313], [0.008, 0.038, -0.333], [0.246, 0.727, 0.063], [0.182, 0.020, -0.231], [0.073, 0.205, 0.182], [0.067, -0.374, -0.491], [-0.098, -0.116, 0.109], [-0.047, -0.631, -0.022], [-0.130, 0.156, 0.432]], "lowdin_charge": [-0.19, -0.03, -0.14, -0.29, -0.10, -0.17, 0.08, 0.16, 0.11, 0.11, 0.14, 0.08, 0.14, 0.09], "mol_weight_da": 88.1, "homo_lumo_gap_ha": 0.396, "lumo_energy_ev": 1.0, "spin_multiplicity": 1, "energy_ev": -8370.252, "relative_energy_kj_mol": 292.4, "homo_energy_ev": -9.78, "smiles": "COC[C@H]1CO1"}